# 1
Computed, not measured: C22H44CuO27S6 as an isolated structure at a distorted geometry, with ωB97M-V/def2-TZVPD.

Geometry as XYZ:
```
100
Properties=species:S:1:pos:R:3:forces:R:3
Cu -1.02242 -2.35436 1.84345 2.3513 1.1175 -1.4304
S -0.63377 -0.08862 0.40046 1.4586 2.7273 -1.6843
O 0.18114 0.02872 -0.79923 0.2232 -0.4539 0.2965
O -1.51113 -1.27407 0.25521 -2.3538 -2.5481 0.6324
O 0.14177 -0.52164 1.59636 0.3009 -0.8533 1.3573
O -1.34910 1.14119 0.63222 -0.5801 -0.1205 0.5693
C 2.49581 -4.27124 0.17463 -0.5119 1.3546 0.3124
C 1.60917 -5.49811 0.24737 0.2132 -0.5150 -1.7736
C 0.20477 -4.97239 0.44344 -0.8768 -0.4818 0.6806
O 0.29546 -3.55267 0.64621 -0.0627 -0.2888 0.9641
C 1.51037 -3.12791 -0.04215 -0.8447 -0.3872 -0.8491
H 3.23334 -4.19856 -0.62229 0.1794 -0.5108 0.1564
H 2.93092 -4.05630 1.15148 0.4445 -0.2448 -0.1237
H 1.93770 -6.21778 0.99252 -0.1463 0.0566 0.0937
H 1.57939 -5.99703 -0.72635 0.4364 -0.1785 0.1449
H -0.21296 -5.54583 1.28248 -0.2345 0.9013 0.4481
H -0.52684 -5.13190 -0.35168 0.5589 -0.1291 -0.4453
H 1.89896 -2.16679 0.28421 -0.4965 0.0525 0.3500
H 1.12711 -3.04633 -1.06527 0.7698 0.1101 -0.2323
C 0.68337 -2.45436 5.43343 1.3101 -0.8741 0.4470
C 1.47779 -3.76537 5.23345 -0.1487 0.7037 -0.4931
C 1.27960 -4.10083 3.71547 -0.5515 -0.6728 2.3493
O 0.68313 -2.93163 3.17109 -0.4892 1.1355 -0.7413
C 0.84187 -1.81364 4.09734 -0.7967 -0.4199 -0.0928
H 1.28432 -1.88369 6.14158 -0.8912 0.1940 0.5200
H -0.35910 -2.63431 5.68749 0.0407 0.3298 0.2301
H 1.21852 -4.58398 5.89925 0.0010 0.0388 0.0053
H 2.48995 -3.41243 5.43877 0.2903 -0.7779 -0.2093
H 0.53609 -4.89228 3.61283 0.2179 -0.1552 -0.1377
H 2.25040 -4.45150 3.36352 -0.1486 0.5729 -0.9452
H 0.00397 -1.12867 3.97525 0.3875 0.2586 -0.5886
H 1.80665 -1.34845 3.90199 -0.0601 0.1479 0.1521
C -1.23166 4.74199 -0.27552 -1.5984 -0.6169 1.8331
C 0.23742 4.86146 -0.59912 -0.0618 1.0938 0.1499
C 0.17898 5.73065 -1.87945 -0.7059 -0.4948 0.3324
O -1.20672 5.90605 -2.15295 -0.6445 0.6568 -1.3554
C -2.02763 5.85120 -0.97646 1.8481 -0.6935 -1.1526
H -1.49156 4.67709 0.78754 0.3903 0.0913 0.1117
H -1.46063 3.74340 -0.65562 -0.8737 0.2921 -0.2714
H 0.58153 3.83604 -0.71737 0.6277 0.2403 -0.1929
H 0.79307 5.39266 0.17342 0.1776 -0.2649 0.0331
H 0.58957 5.21549 -2.74623 0.1942 0.2646 -0.0576
H 0.62967 6.71372 -1.72978 0.3001 -0.1139 -0.0259
H -3.03898 5.59173 -1.28779 0.1043 -0.2773 -0.0196
H -2.08041 6.85932 -0.54930 0.2942 -0.2820 0.6424
C -3.35313 1.43449 3.96278 0.1804 -1.3301 -0.7035
C -2.31239 2.38321 3.35043 -0.0232 0.2137 -0.3815
O -2.39823 3.52971 4.20615 0.2296 0.9028 0.2180
S -2.55576 3.02763 5.71152 1.0402 -0.6604 -0.2731
O -3.23993 3.95814 6.53522 0.3111 -0.2256 -0.5338
O -1.28459 2.46513 6.11796 -1.5668 0.3750 -0.3087
O -3.59522 1.88486 5.28173 0.0473 -0.1482 0.8776
H -3.00304 0.39618 3.95837 0.3912 0.1406 0.3618
H -4.30986 1.33217 3.44959 -0.0348 0.8053 -0.0572
H -2.50466 2.68021 2.32228 -0.4327 0.1954 0.1709
H -1.28641 2.01699 3.30778 -0.0788 -0.2803 0.5127
C -2.05029 -2.41568 -4.06403 -1.0658 -2.0507 -0.7407
C -2.10591 -2.84420 -2.60021 -0.7114 1.7607 -0.3065
O -1.37566 -4.04619 -2.47888 0.8421 -0.6053 -0.8496
S -0.56491 -4.39740 -3.88091 -1.7882 -0.1859 -0.5822
O -1.29315 -5.35323 -4.68923 0.8212 1.1975 1.4597
O 0.79688 -4.62039 -3.56075 -0.0564 0.2209 0.0652
O -0.79068 -2.94212 -4.50839 1.2652 0.1987 0.1611
H -2.18745 -1.36191 -4.28149 0.5229 0.0744 0.1449
H -2.76664 -2.99346 -4.65994 -0.3617 0.3888 0.1405
H -3.12599 -2.98552 -2.24767 -0.0143 -0.1913 -0.1078
H -1.69811 -1.98117 -2.06597 0.5557 -0.7048 0.6533
C 3.05572 1.68818 0.14295 -0.7470 -1.0963 -1.2052
C 2.37434 1.89950 1.48240 0.2491 1.2004 0.6381
O 3.26990 2.78251 2.18591 1.1712 0.5570 0.3111
S 4.46648 3.46588 1.28298 -1.6422 -0.3801 -0.1714
O 5.73785 3.36069 1.92392 -0.9306 -0.3908 -0.4342
O 4.01446 4.76867 0.86240 0.3661 -1.5075 0.0471
O 4.32141 2.32507 0.09619 0.6202 1.1723 1.2808
H 2.49012 2.00323 -0.73358 -0.2452 0.2591 0.2430
H 3.17352 0.60776 0.03644 0.5352 0.1032 -0.2252
H 2.23808 0.98499 2.05666 0.4479 -0.0412 0.0224
H 1.39511 2.38018 1.48942 0.0403 0.1038 -0.5797
C 2.01749 -0.92488 -3.16376 -2.3295 0.3627 0.0297
C 1.52702 0.21437 -4.14798 1.1188 -0.8136 0.7857
O 2.40771 0.02717 -5.24739 1.1743 0.3458 -1.1185
S 3.89648 -0.35641 -4.69529 -0.9142 0.2049 0.0879
O 4.43445 0.79901 -4.01049 -0.5031 -1.5022 -0.7083
O 4.65049 -1.08735 -5.67595 -1.0719 0.9862 1.2039
O 3.23508 -1.40693 -3.65127 1.8645 0.2826 -0.0551
H 1.32835 -1.77202 -3.20852 0.0388 0.0383 -0.1149
H 1.97944 -0.57576 -2.13269 0.7249 0.0716 -0.0390
H 1.68668 1.20448 -3.72192 -0.1553 0.0127 0.0191
H 0.50930 0.07760 -4.49793 0.0276 -0.0232 -0.0391
C -3.34062 1.47336 -1.58901 1.0161 -0.3643 -0.1223
C -2.21164 1.32429 -2.66121 1.0930 -0.1742 1.9449
O -2.78333 1.58686 -3.92154 -0.6271 0.6987 -0.7833
S -4.17717 2.41609 -3.72344 -0.5420 0.5606 0.7406
O -5.18204 2.09774 -4.68055 1.0123 -0.5646 0.2043
O -3.94579 3.81096 -3.46124 0.4639 -1.4376 0.0999
O -4.51524 1.60369 -2.36906 -0.6550 0.6945 -0.2201
H -3.15152 2.29961 -0.90567 -0.2426 0.3462 -0.3602
H -3.40050 0.59678 -0.94866 -0.3328 -0.1713 -0.2849
H -1.70889 0.35444 -2.60234 -0.7304 -0.3942 -0.6033
H -1.34652 1.93477 -2.38200 -0.4108 0.7847 -0.5047
```
Positions in Å, forces in eV/Å.

## Properties
**Lowest unoccupied orbital energy (alpha / beta)**: -2.4 / -4.4 eV
**Spin multiplicity**: 2
**Gap between HOMO and LUMO (alpha / beta)**: 6.94 / 4.94 eV
**Max |F|**: 3.5 eV/A
**Energy above the lowest of the compared OMol25 structures with the same formula, charge and spin**: 0.00 kcal per mole
**HOMO (alpha / beta)**: -9.372 / -9.372 eV


# 2
Computed, not measured: C22H44N3OP3RuSe as an isolated structure at a distorted geometry, with ωB97M-V/def2-TZVPD.

Geometry as XYZ:
```
75
Properties=species:S:1:pos:R:3:forces:R:3
Ru -0.32685 0.36415 0.19948 2.9545 -1.0591 2.7452
P -2.09886 1.62766 0.08015 -2.9788 1.9755 0.6215
P -1.11233 -1.61843 1.60152 -1.0347 -2.1332 2.1859
P -1.10806 -0.97865 -1.38110 -1.6437 -2.8760 -3.1933
H 2.50925 2.62576 -2.34830 -0.2823 -0.1934 -0.1542
C 1.50061 2.62628 -2.76420 -0.7002 0.6719 0.0893
C 0.41357 2.22593 -2.10326 0.4496 1.0394 -0.1376
H 0.46463 1.80566 -1.06512 0.3106 0.6210 -1.0633
C -1.26173 3.04240 0.84836 0.2266 0.5637 -0.0332
C -3.27285 1.13373 1.35160 -0.5371 -0.0573 0.4404
C -3.06217 2.15272 -1.35416 -0.2110 0.3611 -0.3496
C -0.10212 -3.18377 1.52704 0.3463 0.4578 -0.0294
C -1.22572 -1.43735 3.45049 0.2647 0.1899 -0.1302
C -2.77019 -2.40624 1.35507 -0.2102 0.1243 -0.3941
C -0.83604 -0.27915 -3.01636 0.1332 -0.0071 -0.6653
C -2.92993 -1.31245 -1.53078 -0.1031 0.2166 0.3669
C -0.70216 -2.75854 -1.70232 0.2458 -0.2027 -0.1073
H 1.37631 3.09539 -3.74937 0.1381 -0.1602 0.4400
H -0.59191 2.43113 -2.49747 0.8089 -0.1857 0.2679
H -0.23733 3.12062 0.47110 -0.1864 0.3773 -0.0148
H -1.20660 2.88135 1.93265 -0.2464 0.0283 -0.4978
H -1.79872 3.96433 0.63669 -0.0067 0.1861 -0.0910
H -2.75078 1.17062 2.31450 -0.0904 -0.0332 -0.2492
H -3.65465 0.12473 1.19878 -0.0361 0.2873 -0.0881
H -4.12884 1.81216 1.39784 0.0428 0.0474 -0.0879
H -2.42792 2.44737 -2.18629 -0.0186 0.0970 0.0580
H -3.67490 3.01910 -1.09223 0.0591 -0.0014 0.1074
H -3.74317 1.39258 -1.74065 0.1146 -0.0847 0.2592
H -0.60033 -4.02370 2.03256 0.0327 0.4237 -0.0012
H 0.84601 -2.96783 2.03194 -0.0426 -0.2584 0.0129
H 0.10571 -3.50267 0.50032 -0.0796 0.0323 0.3861
H -1.62012 -2.38925 3.84211 0.1854 0.3823 -0.1221
H -1.87180 -0.59171 3.74801 0.3419 -0.5224 -0.2289
H -0.21265 -1.27535 3.84825 -0.3355 -0.0045 0.0203
H -3.07451 -3.02230 2.21013 0.3996 0.2860 0.0367
H -2.74475 -3.08146 0.49515 -0.0698 0.2013 0.2297
H -3.53430 -1.63918 1.20735 0.0421 -0.4750 -0.0546
H -1.43355 -0.87807 -3.70210 0.1339 -0.0213 -0.1742
H 0.21938 -0.35534 -3.26672 -0.0133 0.0357 -0.1303
H -1.13690 0.75958 -3.11580 -0.1196 -0.3042 0.0621
H -3.17917 -1.36852 -2.59297 0.0700 0.2291 0.0912
H -3.54748 -0.55871 -1.04346 -0.0596 -0.1478 -0.1247
H -3.18261 -2.28661 -1.11569 0.0344 0.2811 -0.0679
H -1.09096 -3.02293 -2.68982 -0.0066 0.1314 0.0276
H -1.19218 -3.42222 -0.98513 0.0295 0.2352 -0.1376
H 0.35900 -3.00977 -1.71343 0.0447 0.0536 -0.1802
C 2.98879 -1.39723 -2.09877 -0.0428 -0.3336 -1.0891
C 2.68446 -0.18311 -2.71709 -0.3808 0.0265 0.8314
C 2.74439 -0.04628 -4.10278 0.4442 -0.3890 0.0516
C 3.28263 -1.08793 -4.85533 -0.3154 -0.1404 0.1228
C 3.45638 -2.33987 -4.26711 0.2615 -0.1110 -0.1186
C 3.31219 -2.50260 -2.89577 -0.4215 -0.2424 0.6919
Se 2.70272 -1.75838 -0.20541 -0.0452 -0.3777 -0.8624
H 1.28545 -2.25866 -0.37551 0.8139 0.2462 0.1667
H 2.30086 0.60722 -2.09018 0.0940 0.0296 -0.3458
H 2.34106 0.80393 -4.64840 0.3881 0.2204 0.4870
H 3.50393 -0.93752 -5.90893 -0.3050 -0.1606 0.1064
H 3.65971 -3.20107 -4.90293 0.2122 0.1861 0.2816
H 3.36333 -3.47413 -2.41159 0.3037 -0.0854 -0.3842
C 0.60478 1.71768 5.46911 -0.5758 0.1303 0.9466
N 1.27832 1.61533 4.19677 1.1008 0.5519 -0.9754
C 2.55138 2.03197 4.00225 -0.2817 -0.1396 -0.0594
C 3.11178 1.94440 2.74973 0.0969 -0.3783 -0.3458
C 2.32551 1.40385 1.70896 0.0903 0.1918 0.6063
N 1.02105 1.10961 1.86987 0.5989 -0.0161 -0.2797
C 0.45945 1.36853 3.09130 -2.4303 0.7318 1.3513
O -0.76660 1.45684 3.30940 2.0030 -0.8468 -1.0073
N 2.86077 1.23475 0.45708 0.0398 -1.0617 -0.0565
H 1.30766 1.81264 6.28735 0.3106 -0.1248 -0.0848
H -0.01739 0.84206 5.61201 0.0749 -0.1849 0.0718
H -0.06968 2.56588 5.51075 0.0003 0.2240 -0.2293
H 3.06167 2.45935 4.87230 -0.0531 -0.3760 -0.3509
H 4.14722 2.18560 2.52881 -0.2256 0.2034 0.3323
H 3.85103 0.97341 0.42014 -0.2954 0.5965 0.0462
H 2.29783 0.60067 -0.13038 0.1427 0.8213 0.1547
```
Positions in Å, forces in eV/Å.

## Properties
**Total charge**: +3
**Lowest unoccupied orbital energy (alpha / beta)**: -8.3 / -13.0 eV
**Spin multiplicity**: 6
**Gap between HOMO and LUMO (alpha / beta)**: 7.07 / 4.48 eV
**Max |F|**: 4.6 eV/A
**Energy above the lowest of the compared OMol25 structures with the same formula, charge and spin**: 58.45 kcal per mole
**HOMO (alpha / beta)**: -15.397 / -17.527 eV


# 3
Computed, not measured: an isolated ion of composition C22H44N5O12 and charge +1, with ωB97M-V/def2-TZVPD.

Geometry as XYZ:
```
83
Properties=species:S:1:pos:R:3:forces:R:3
C -1.63435 -3.94896 -1.67518 0.0514 -0.4819 -0.0805
N -1.88037 -2.59398 -1.16439 -0.1387 0.1138 0.1224
C -1.12505 -2.21284 0.04716 0.5097 -0.1734 0.3857
C 0.39079 -2.31056 -0.15023 -0.1866 0.0689 0.5796
O 0.76637 -1.71700 -1.35838 0.1484 0.0479 -0.2853
C 1.00467 -1.58270 1.07499 0.2117 -0.1533 -0.4507
O 0.56396 -0.24872 1.06109 -0.2090 -0.1564 0.0478
C 1.55751 0.75716 1.18334 0.1994 0.2507 0.1155
C 0.86577 2.02998 1.70014 -0.7494 -0.4960 -0.0604
O 1.87572 2.84371 2.24035 0.3841 0.2455 0.0821
C 0.03245 2.77656 0.63159 0.2642 -0.0770 -0.0024
O -1.28015 2.22925 0.72822 -0.1197 -0.0095 -0.0842
C -2.27575 2.81591 -0.04535 -0.2808 0.3610 0.3844
O -2.30650 2.32150 -1.36591 -0.0894 -0.0140 -0.1746
C -2.46687 0.90950 -1.41919 -0.1112 -0.4477 -0.0133
C -2.30177 0.44782 -2.87269 -0.1890 0.3860 0.1617
N -1.39423 -0.69962 -2.95463 0.1210 0.2308 -0.3250
C -3.82883 0.54157 -0.81720 0.1450 0.7990 0.4056
O -4.04617 -0.85215 -0.86097 -0.1335 -0.2160 0.0090
C -3.88263 1.04180 0.63056 0.3835 0.3188 -0.3008
O -5.13585 0.69033 1.15581 -0.2580 -0.0026 0.0258
C -3.63616 2.55143 0.64181 0.2370 -0.3455 -0.5762
O -3.67323 2.96964 1.97789 0.0379 0.0412 0.2897
C 0.65190 2.69712 -0.78973 0.2040 0.0481 0.3007
N 0.45828 3.86472 -1.61714 -0.1699 0.1786 -0.1762
C 2.14679 2.39641 -0.66542 -0.2474 -0.2507 -0.1498
C 2.29524 0.96580 -0.16612 -0.1133 0.0123 -0.0261
N 3.68170 0.57757 -0.08975 -0.1377 0.1633 0.1035
C 4.13903 -0.59468 -0.51905 0.3695 0.2511 0.1046
O 3.44310 -1.47516 -1.02625 -0.1511 -0.4490 -0.2635
C 5.65810 -0.77075 -0.38851 -0.0969 -0.3499 0.3807
O 6.30853 -0.04279 -1.41084 0.1544 0.1597 -0.0741
C 6.20148 -0.26239 0.95442 0.1270 -0.2656 -0.3368
N 6.02350 1.18306 1.04560 0.4247 0.2781 0.1108
O 0.63271 -2.24175 2.25536 0.1341 -0.0176 0.1122
C -0.76547 -2.25530 2.48042 -0.2981 -0.0550 -0.1368
C -1.50302 -2.98747 1.34103 -0.1345 0.6839 0.0894
C -3.01281 -2.97267 1.58357 0.5349 -0.0703 0.1129
O -1.07601 -4.33121 1.27182 0.0049 -0.3327 0.0901
H -1.73246 -4.68319 -0.87802 -0.0109 0.0696 -0.0898
H -0.62798 -4.00017 -2.08281 0.0327 0.0386 0.0024
H -2.34768 -4.16952 -2.46505 -0.0300 0.0714 -0.0502
H -1.65325 -1.82920 -1.95407 -0.2393 -0.3611 0.3108
H -2.87454 -2.44615 -0.95255 0.2522 0.0172 -0.1416
H -1.35561 -1.15949 0.22790 -0.0884 -0.1276 -0.0782
H 0.71541 -3.36086 -0.11800 -0.0654 0.1771 0.0421
H 1.75410 -1.69925 -1.38556 -0.1410 0.0537 0.0238
H 2.09687 -1.65036 1.03792 -0.1484 0.0925 -0.0281
H 2.28682 0.47206 1.95359 -0.0947 0.0091 -0.0806
H 0.15575 1.71110 2.47676 0.1163 0.0287 -0.0830
H 1.48240 3.52986 2.79070 0.0067 -0.0700 -0.0399
H -0.01096 3.84046 0.92838 0.0427 -0.1564 -0.0548
H -2.11519 3.90088 -0.15115 0.0525 -0.1672 0.0342
H -1.67517 0.45683 -0.80602 -0.0602 0.0082 -0.1020
H -3.26952 0.14151 -3.27304 0.0339 0.0601 -0.0484
H -1.94443 1.30829 -3.44902 -0.0399 -0.1166 0.0114
H -1.35824 -1.04210 -3.90938 0.0901 0.0125 0.0125
H -0.44772 -0.43956 -2.68404 -0.0230 -0.0828 -0.0534
H -4.61527 1.05682 -1.38893 0.0945 -0.0342 0.0161
H -4.86906 -0.99660 -0.37156 0.0196 -0.0902 -0.0418
H -3.07728 0.57319 1.21939 -0.0463 -0.0138 -0.1284
H -5.26881 1.19507 1.96757 -0.0507 -0.0621 0.0415
H -4.41709 3.05014 0.04637 0.1291 -0.0890 0.0480
H -3.53657 3.92162 2.03320 -0.1045 -0.0249 0.0140
H 0.17832 1.86008 -1.31228 0.0550 -0.0468 0.0803
H -0.51509 3.99233 -1.86347 0.0259 0.0656 -0.0162
H 0.80675 4.70381 -1.16860 -0.0401 0.0220 -0.0480
H 2.60771 2.50039 -1.64685 0.0142 -0.0106 0.0030
H 2.62493 3.09128 0.02376 0.0759 0.1062 -0.0320
H 1.81591 0.30051 -0.89321 0.0524 0.1967 0.1793
H 4.36791 1.17685 0.39459 -0.1183 -0.0850 -0.0607
H 5.87481 -1.84522 -0.48031 -0.1418 0.2076 0.0684
H 6.07574 -0.41721 -2.26684 0.0194 -0.0061 0.0025
H 5.65045 -0.73938 1.76945 0.0482 -0.0370 -0.0723
H 7.25493 -0.56621 1.02247 -0.1594 -0.0046 0.0124
H 6.55515 1.62029 0.29839 0.0446 0.0586 0.1260
H 6.37599 1.53038 1.93039 -0.0282 0.0259 -0.1042
H -0.90078 -2.78542 3.42493 -0.1257 0.0189 -0.0871
H -1.14385 -1.23214 2.57850 -0.0424 -0.0675 0.0226
H -3.51203 -3.62904 0.87620 -0.1152 -0.0691 -0.1128
H -3.21721 -3.35322 2.58040 -0.0574 -0.0692 0.0838
H -3.41159 -1.96675 1.50346 -0.0927 0.1558 -0.0315
H -0.25496 -4.43285 1.76821 0.0252 0.0214 -0.0478
```
Positions in Å, forces in eV/Å.

## Properties
**Total charge**: +1
**SMILES string**: C[NH2+][C@@H]1[C@@H](O)[C@@H](O[C@@H]2[C@@H](O)[C@H](O[C@H]3O[C@H](CN)[C@@H](O)[C@H](O)[C@H]3O)[C@@H](N)C[C@H]2NC(=O)[C@@H](O)CN)OC[C@]1(C)O
**Lowest unoccupied orbital energy**: -1.7 eV
**Gap between HOMO and LUMO**: 9.81 eV
**Max |F|**: 0.9 eV/A
**Energy above the lowest of the compared OMol25 structures with the same formula, charge and spin**: 6.44 kcal per mole
**HOMO**: -11.535 eV